# 1
DFT (ωB97M-V/def2-TZVPD) results for a gas-phase ion, C3H5N2 (charge +1) in a non-equilibrium geometry.

Each line ends with the natural charge from an NBO analysis.
Positions of all 10 atoms, in Å:
C 1.13013 -0.29188 -0.54397  0.56
C 1.57435 0.46502 0.37301  -0.60
C -1.02234 -0.56264 -0.75880  0.44
N 0.19561 -0.84159 -1.21998  -0.50
N -1.26332 -0.01839 0.40611  -0.63
H 2.15066 0.18107 1.35808  0.34
H 1.68968 1.43284 -0.03159  0.30
H -1.93815 -0.91702 -1.27271  0.24
H -0.45270 0.34352 0.84311  0.41
H -2.06393 0.20905 0.84674  0.43

Forces on the atoms, in the same order (eV/Å):
-3.101 -1.907 -0.952
3.148 -0.427 2.823
-3.471 -0.475 1.769
2.868 0.504 -0.542
3.391 -0.833 -2.704
-1.337 0.451 -2.136
0.404 1.594 -0.085
0.940 0.194 -0.221
0.982 0.384 0.996
-3.824 0.515 1.053

HOMO level = -15.65 eV
spin multiplicity = 1
SMILES = C=C=NC=[NH2+]
total charge = +1

---

# 2
DFT (ωB97M-V/def2-TZVPD) results for a gas-phase ion, C3H5N2 (charge +1) in a non-equilibrium geometry.

Each line ends with the natural charge from an NBO analysis.
Positions of all 10 atoms, in Å:
C -0.33114 0.01294 0.74305  -0.19
C -0.72094 -0.68979 -0.43297  0.05
N -0.51100 0.03523 -1.52552  -0.45
C 1.04799 0.68468 0.50364  -0.34
N 0.96381 -0.52573 1.24618  0.28
H -1.04623 0.45418 1.47477  0.33
H -1.22885 -1.67050 -0.45658  0.24
H -1.09517 -0.44246 -2.21904  0.39
H 1.30559 1.63567 1.04981  0.36
H 1.61594 0.50578 -0.38334  0.33

Forces on the atoms, in the same order (eV/Å):
3.646 1.899 2.652
-1.388 -0.149 -5.190
-0.887 -2.922 3.497
-1.556 -0.073 2.926
-1.290 1.159 -1.672
0.576 -0.260 -0.596
0.124 0.625 0.340
0.351 0.348 -0.736
-0.304 -0.757 -0.384
0.728 0.129 -0.838

HOMO level = -16.53 eV
spin multiplicity = 1
total charge = +1

---

# 3
DFT (ωB97M-V/def2-TZVPD) results for a gas-phase ion, C3H5N2 (charge +1) in a non-equilibrium geometry.

Each line ends with the natural charge from an NBO analysis.
Positions of all 10 atoms, in Å:
C -0.69624 1.23457 -0.03460  0.21
C -1.27763 -0.88556 -0.06341  0.39
C 0.58886 0.43564 0.02389  -0.34
N -1.68827 0.43810 0.06243  -0.42
N 0.01840 -0.99602 0.07556  -0.45
H -0.79418 2.40031 -0.05571  0.28
H -2.04767 -1.70243 -0.26786  0.28
H 1.09653 0.51648 -0.94920  0.28
H 1.39333 0.43650 0.84165  0.30
H 0.75218 -1.66874 -0.08723  0.46

Forces on the atoms, in the same order (eV/Å):
1.287 1.042 1.563
0.073 -0.427 0.521
0.562 -1.627 0.387
-1.654 -0.302 -1.219
0.141 2.902 -1.070
0.202 -2.455 0.036
1.406 1.067 0.539
0.107 -0.059 0.157
-1.407 0.954 -0.944
-0.716 -1.096 0.029

HOMO level = -16.11 eV
spin multiplicity = 1
SMILES = C1=NC=[NH+]C1
total charge = +1

---

# 4
DFT (ωB97M-V/def2-TZVPD) results for a gas-phase ion, C3H5N2 (charge +1) in a non-equilibrium geometry.

Each line ends with the natural charge from an NBO analysis.
Positions of all 10 atoms, in Å:
C 1.15830 -0.71615 -0.11448  0.38
C 0.39828 -0.00051 -1.16102  -0.42
C -0.48736 -0.14276 1.11955  -0.17
N 0.79834 -0.96476 1.01259  -0.35
N -0.61157 0.41652 -0.24954  -0.15
H 1.01816 0.95635 -1.68098  0.33
H 0.10825 -0.70418 -1.95672  0.33
H -1.28295 -0.75316 1.42923  0.28
H -0.01995 0.55896 1.90190  0.31
H -1.07950 1.34969 -0.30053  0.45

Forces on the atoms, in the same order (eV/Å):
3.310 -1.707 -2.141
2.148 1.939 0.013
3.994 0.566 -0.016
-1.877 0.356 0.426
-2.092 2.398 1.438
-1.807 -2.445 1.376
-0.365 0.330 -0.075
-1.447 -0.479 0.470
-1.894 0.064 -1.042
0.030 -1.021 -0.450

HOMO level (alpha / beta) = -14.02 / -17.01 eV
spin multiplicity = 3
total charge = +1
<S²> = 2.012

---

# 5
DFT (ωB97M-V/def2-TZVPD) results for a molecular structure, C3H5N2O in a non-equilibrium geometry.

Each line ends with the natural charge from an NBO analysis.
Positions of all 11 atoms, in Å:
C -1.12295 -0.05190 0.71623  0.04
C -0.48661 -1.13902 0.03881  -0.54
C 0.44547 1.10021 -0.43044  -0.16
N -0.76775 1.13446 0.51197  -0.47
N 1.12822 -0.27378 -0.39958  -0.10
O 2.09887 -0.32706 0.47606  -0.70
H -1.83443 -0.18235 1.48493  0.15
H -0.23094 -2.16671 0.54813  0.20
H -0.45071 -1.19311 -1.09659  0.24
H 0.13698 1.18895 -1.49615  0.15
H 1.08385 1.91030 -0.35337  0.18

Forces on the atoms, in the same order (eV/Å):
0.072 -1.179 -0.221
2.686 -1.791 -1.334
-2.919 -2.731 -0.363
2.261 2.323 -1.443
0.341 0.533 0.054
-0.591 0.141 0.144
-1.093 -0.382 0.861
-0.782 2.136 -0.904
-1.022 -0.170 1.617
-0.523 -0.309 0.402
1.570 1.427 1.188

HOMO level (alpha / beta) = -1.65 / -1.64 eV
spin multiplicity = 1
total charge = -1

---

# 6
DFT (ωB97M-V/def2-TZVPD) results for a gas-phase ion, C3H5N2O (charge +1) in a non-equilibrium geometry.

Each line ends with the natural charge from an NBO analysis.
Positions of all 11 atoms, in Å:
C -0.64323 -0.06710 0.00850  0.72
C 1.17365 0.05512 -0.00876  0.81
C -2.11020 0.02418 0.00254  -0.73
N 0.26778 -0.93404 -0.28810  -0.50
N 2.44674 0.04972 0.02551  -0.65
O 0.29538 1.04675 0.24647  -0.46
H -2.50896 0.52147 -0.89934  0.31
H -2.49609 0.49336 0.85176  0.29
H -2.40683 -1.07080 0.03989  0.29
H 2.83348 -0.85198 -0.10618  0.45
H 3.14830 0.73332 0.12771  0.47

Forces on the atoms, in the same order (eV/Å):
0.545 1.257 -0.740
-0.698 1.277 0.185
0.748 -2.607 -1.079
-0.486 -1.690 0.134
-0.581 -1.175 -0.250
-0.172 0.442 0.314
0.417 -0.235 0.230
-0.409 0.958 1.438
-0.048 1.292 -0.296
0.482 -1.239 -0.361
0.200 1.721 0.424

HOMO level = -16.62 eV
spin multiplicity = 1
total charge = +1

---

# 7
DFT (ωB97M-V/def2-TZVPD) results for 2 unconnected molecules or ions with the total composition C3H5N2O in a non-equilibrium geometry.

Each line ends with the natural charge from an NBO analysis.
Positions of all 11 atoms, in Å:
C -2.41524 0.34516 -0.03112  0.45
C 0.59703 -0.85036 0.87973  -0.21
C -0.06027 -0.97045 -0.47733  0.18
N 1.09865 1.05586 -0.75695  -0.57
N 0.70002 -0.04447 -0.24414  -0.02
O -3.31340 0.64571 0.57426  -0.42
H -0.00540 -0.33733 1.65881  0.21
H 1.51933 -1.41391 1.21770  0.24
H -0.40945 -1.64128 -1.17759  0.27
H 1.78888 1.69980 -0.24099  0.44
H 0.49986 1.51127 -1.40237  0.42

Forces on the atoms, in the same order (eV/Å):
-0.663 0.286 0.451
0.197 -0.611 2.954
0.803 -1.802 1.857
3.444 3.862 0.604
0.138 1.187 -1.733
0.454 -0.175 -0.381
0.339 -0.934 -0.080
-1.239 0.578 -0.628
-1.231 -0.696 -1.518
-1.651 -1.799 -0.789
-0.591 0.105 -0.738

HOMO level = -15.04 eV
spin multiplicity = 1
total charge = +1

---

# 8
DFT (ωB97M-V/def2-TZVPD) results for 2 unconnected molecules or ions with the total composition C3H5N2O in a non-equilibrium geometry.

Each line ends with the natural charge from an NBO analysis.
Positions of all 11 atoms, in Å:
C 0.07132 -0.32297 -0.63944  0.68
C -0.28279 2.50566 -0.67570  0.87
C -0.63151 -0.98949 -1.63043  -0.80
N 0.71556 -0.05258 0.27592  -0.42
N -1.00938 2.19058 -1.56360  -0.78
O 0.47092 2.51853 0.21654  -0.54
H -0.67747 -0.34770 -2.65844  0.34
H -1.67633 -1.17389 -1.33127  0.32
H -0.15500 -1.95200 -1.87650  0.32
H 1.31377 0.69894 0.72697  0.53
H -1.39764 2.60797 -2.47472  0.48

Forces on the atoms, in the same order (eV/Å):
1.273 -0.337 1.760
0.825 -0.140 0.264
-1.642 0.213 -4.118
0.750 1.658 -0.242
-1.699 0.697 -2.826
-0.105 0.826 0.252
0.229 -1.412 2.585
0.347 0.169 0.018
0.014 0.322 0.246
-1.019 -1.276 -0.362
1.026 -0.721 2.423

HOMO level = -15.67 eV
spin multiplicity = 1
total charge = +1

---

# 9
DFT (ωB97M-V/def2-TZVPD) results for 2 unconnected molecules or ions with the total composition C3H5N2O2 in a non-equilibrium geometry.

Each line ends with the natural charge from an NBO analysis.
Positions of all 12 atoms, in Å:
C -0.92558 -0.90355 -0.37141  -0.45
C 0.05664 -0.41038 0.32608  -0.20
C 0.55785 0.93312 0.06580  -0.35
N 2.57617 0.54453 -0.52958  -0.26
N 3.26122 0.59377 0.48137  0.49
O 4.45233 0.31961 0.19180  -0.58
O 2.94122 0.85160 1.68657  -0.62
H -1.36252 -1.90712 -0.21864  0.18
H -1.26612 -0.24359 -1.11877  0.18
H 0.53507 -1.07386 1.03970  0.21
H 0.15940 1.59225 -0.79105  0.18
H 0.96954 1.50874 0.79471  0.22

Forces on the atoms, in the same order (eV/Å):
-1.365 -1.573 -0.377
1.305 0.674 0.739
2.306 -0.743 -3.473
-5.985 0.608 -1.996
1.752 -0.090 2.317
1.828 -0.153 0.563
-0.415 0.003 -0.470
0.362 0.696 -0.257
-1.076 0.260 -1.035
0.258 0.574 0.351
0.353 -1.579 1.196
0.677 1.323 2.442

HOMO level (alpha / beta) = -3.43 / -3.39 eV
spin multiplicity = 1
total charge = -1

---

# 10
DFT (ωB97M-V/def2-TZVPD) results for a gas-phase ion, C3H5N2O2 (charge +1) in a non-equilibrium geometry.

Each line ends with the natural charge from an NBO analysis.
Positions of all 12 atoms, in Å:
C -0.77724 1.18917 0.04902  0.29
C -0.20965 -0.49898 -1.49845  0.71
C 0.43676 -0.69228 0.80711  0.20
N -0.93311 0.59346 -1.17400  -0.60
N 0.06401 0.66050 0.97935  -0.48
O 0.02861 -1.28790 -2.31288  -0.38
O 1.62672 -1.02124 1.34263  -0.67
H -1.13903 2.23065 0.02105  0.26
H -0.31392 -1.48491 0.73663  0.22
H -1.13343 1.10865 -2.02925  0.45
H 0.42507 1.17494 1.75195  0.46
H 1.92521 -1.97205 1.32684  0.54

Forces on the atoms, in the same order (eV/Å):
1.498 0.886 0.148
2.717 -1.434 3.156
-0.002 -0.286 -1.821
-0.120 -0.575 -0.389
-2.250 -1.879 -2.688
-0.982 0.406 -0.450
0.437 -0.062 -0.065
0.326 -0.729 0.891
-0.113 0.661 0.406
-0.636 0.956 0.336
0.183 0.752 0.647
-1.058 1.303 -0.169

HOMO level (alpha / beta) = -12.49 / -12.49 eV
spin multiplicity = 1
total charge = +1

---

# 11
DFT (ωB97M-V/def2-TZVPD) results for a molecular structure, C3H5N2OS in a non-equilibrium geometry.

Each line ends with the natural charge from an NBO analysis.
Positions of all 12 atoms, in Å:
C -1.36308 -0.13403 -0.59897  0.32
C 0.92638 -0.72289 0.68061  -0.18
C 1.22299 0.69677 0.65816  -0.07
N -0.71473 -1.16567 -0.15297  -0.56
N -0.86331 1.09910 -0.50108  -0.25
O 0.17142 1.55657 0.25889  -0.29
S 2.11194 -0.33708 -0.47406  0.37
H -2.27071 -0.35245 -1.14685  0.25
H 1.05660 -1.40971 1.50601  0.27
H 1.75615 1.16723 1.47116  0.27
H -0.82994 -2.09344 -0.46961  0.43
H -1.20372 1.69560 -1.23127  0.43

Forces on the atoms, in the same order (eV/Å):
1.869 -1.126 0.215
-2.439 -2.020 -0.959
-1.400 0.039 -0.329
3.100 2.521 2.744
-1.470 -1.313 -0.610
0.262 0.827 0.208
0.936 0.086 -0.918
-0.091 0.777 -0.363
-0.369 -0.083 -0.123
-0.093 0.194 -0.001
-0.536 -1.014 -0.110
0.231 1.112 0.247

HOMO level = -14.23 eV
spin multiplicity = 1
total charge = +1

---

# 12
DFT (ωB97M-V/def2-TZVPD) results for a gas-phase ion, C3H5N2OS (charge +1) in a non-equilibrium geometry.

Each line ends with the natural charge from an NBO analysis.
Positions of all 12 atoms, in Å:
C 1.53042 0.17937 -0.34447  0.29
C 0.71968 -0.14454 1.66778  0.22
C -1.15494 0.07782 -1.37294  -0.44
N -0.42585 -0.19314 0.94039  -0.31
N -0.15819 -0.34992 -0.34693  -0.08
O 1.87897 -0.11288 0.79046  -0.39
S 0.97455 -0.08608 3.28423  0.30
H 2.04860 0.42631 -1.16534  0.22
H -0.60177 0.25462 -2.31988  0.26
H -1.63095 1.00615 -1.14170  0.24
H -1.88616 -0.65616 -1.33345  0.24
H -1.29434 -0.40154 1.34185  0.46

Forces on the atoms, in the same order (eV/Å):
-6.347 0.108 -2.379
2.428 0.177 2.802
2.318 0.690 0.133
2.983 0.044 -1.463
2.005 1.957 -1.565
-0.638 -1.331 5.828
-0.675 -0.168 -1.431
1.598 0.324 -3.024
-0.595 -0.778 0.541
-0.050 0.828 0.627
-1.396 -1.541 -0.837
-1.631 -0.309 0.768

HOMO level (alpha / beta) = -12.48 / -14.44 eV
spin multiplicity = 3
total charge = +1
<S²> = 2.051

---

In the order shown, the computed relative energy (zero: lowest compared OMol25 entry of this formula, charge and spin) values come out to 346.17 730.23 214.61 138.17 221.56 216.43 480.15 210.45 461.95 254.10 314.12 274.08 kJ/mol.
In the order shown, the computed E values come out to -226.460523 -226.314242 -226.510631 -226.345882 -301.920481 -301.746854 -301.646408 -301.749130 -377.114139 -376.939381 -699.855541 -699.770837 Eh.